Formula: C3HO4
Source: OMol25
Level of theory: ωB97M-V/def2-TZVPD

Last column: Löwdin charge in e.
Positions of all 8 atoms, in Å:
O1 2.034 -0.963 1.137  0.134
O2 -1.126 0.981 -0.911  -0.135
H1 -0.488 -1.131 -1.154  0.063
O3 -2.312 0.629 1.182  0.036
C1 -0.571 -0.343 -0.349  -0.103
O4 2.141 0.680 -0.506  0.095
C2 -1.595 0.305 0.286  -0.585
C3 1.917 -0.158 0.316  -0.505

Output
- Molecular weight: 101.04 g mol⁻¹
- Relative energy (zero: lowest compared OMol25 entry of this formula, charge and spin): 199.0 kJ/mol
- Charge: -1
- Total energy: -11316.04673 eV
- LUMO: 3.8 eV



Formula: C3HO5S2
Source: OMol25
Level of theory: ωB97M-V/def2-TZVPD

Last column: Löwdin charge in e.
Positions of all 11 atoms, in Å:
O1 -0.946 -0.620 1.043  -0.185
O2 -2.836 -0.050 1.984  0.040
O3 1.651 -1.042 1.300  -0.512
S1 0.241 1.391 -1.642  0.534
O4 -2.092 1.171 0.306  0.016
H1 -1.422 1.336 -0.544  0.007
S2 0.808 0.076 0.833  0.892
C1 2.098 -1.234 -1.700  -0.059
C2 1.276 0.371 -0.840  -0.947
O5 3.219 -1.560 -1.847  0.019
C3 -1.998 0.161 1.108  -0.806

Output
- Molecular weight: 181.17 g mol⁻¹
- Relative energy (zero: lowest compared OMol25 entry of this formula, charge and spin): 223.6 kJ/mol
- Charge: -1
- Total energy: -35033.55703 eV
- LUMO (spin up / spin down): 2.2 / 2.2 eV



Formula: C3HO6
Source: OMol25
Level of theory: ωB97M-V/def2-TZVPD

Last column: Löwdin charge in e.
Positions of all 10 atoms, in Å:
C1 -0.818 -1.171 -0.133  -0.602
O1 -0.897 -0.368 -1.128  -0.074
C2 0.236 -0.667 0.879  -0.453
H1 0.394 0.589 2.302  0.118
O2 1.164 1.206 -1.830  -0.034
C3 -0.161 1.336 -1.904  -0.118
O3 0.417 1.976 -0.876  -0.048
O4 -1.453 -2.190 0.059  0.031
O5 -0.310 0.153 1.794  0.097
O6 1.427 -0.864 0.836  0.083

Output
- Molecular weight: 133.03 g mol⁻¹
- Relative energy (zero: lowest compared OMol25 entry of this formula, charge and spin): 621.0 kJ/mol
- Charge: -1
- Total energy: -15408.81984 eV
- LUMO: 3.6 eV



Formula: C3HOS
Source: OMol25
Level of theory: ωB97M-V/def2-TZVPD

Last column: Löwdin charge in e.
Positions of all 6 atoms, in Å:
H1 -0.719 0.077 -0.236  -0.014
C1 3.042 -0.544 -0.142  -1.118
C2 1.467 -0.404 0.021  -0.172
O1 3.531 -1.657 -0.211  -0.121
C3 0.310 -0.147 -0.175  0.022
S1 3.761 0.967 -0.187  0.404

Output
- Molecular weight: 85.11 g mol⁻¹
- Relative energy (zero: lowest compared OMol25 entry of this formula, charge and spin): 0.0 kJ/mol
- Charge: -1
- Total energy: -16009.27746 eV
- LUMO: 4.0 eV



Formula: C3HgLiO6
Source: OMol25
Level of theory: ωB97M-V/def2-TZVPD

Last column: Löwdin charge in e.
Positions of all 11 atoms, in Å:
O1 0.171 0.449 1.091  -0.306
C1 -0.878 1.203 1.155  -0.551
Li1 0.391 0.848 3.067  0.867
O2 -2.539 2.247 -0.248  0.161
Hg1 0.490 -0.161 -0.710  1.444
O3 -1.040 0.879 -1.196  -0.181
C2 -1.584 1.495 -0.213  -0.550
C3 2.162 -2.787 -0.791  -0.287
O4 2.755 -3.702 -0.437  0.332
O5 -1.252 1.682 2.222  0.046
O6 1.511 -1.834 -0.983  0.025

Output
- Molecular weight: 339.56 g mol⁻¹
- Charge: +1
- Total energy: -19767.95414 eV
- LUMO: -5.0 eV



Formula: C3HgMgO6
Source: OMol25
Level of theory: ωB97M-V/def2-TZVPD

Last column: Mulliken spin population.
Positions of all 11 atoms, in Å:
O1 -2.938 0.775 -0.377  0.080
O2 -0.324 2.151 0.266  -0.016
Mg1 1.089 1.451 1.677  1.021
C1 -1.872 0.172 -0.136  0.051
O3 2.724 -2.162 -0.213  0.002
C2 3.165 -1.191 -0.695  0.000
C3 -0.374 0.990 -0.218  0.041
Hg1 -4.301 -1.124 0.233  0.784
O4 4.000 -0.487 -1.113  -0.001
O5 -1.844 -0.849 0.599  0.047
O6 0.675 0.274 -0.023  -0.009

Output
- Molecular weight: 356.92 g mol⁻¹
- Multiplicity: 3
- Total energy: -25014.22846 eV
- LUMO (spin up / spin down): 0.0 / -3.3 eV



Formula: C3IO2
Source: OMol25
Level of theory: ωB97M-V/def2-TZVPD

Last column: Löwdin charge in e.
Positions of all 6 atoms, in Å:
C1 -1.025 1.299 0.096  -0.193
I1 -0.335 -3.757 -1.795  -0.972
C2 -0.087 0.541 0.507  0.019
C3 1.116 0.187 0.665  -0.184
O1 2.179 -0.329 0.747  0.158
O2 -1.847 2.059 -0.220  0.171

Output
- Molecular weight: 194.94 g mol⁻¹
- Relative energy (zero: lowest compared OMol25 entry of this formula, charge and spin): 21.2 kJ/mol
- Charge: -1
- Total energy: -15307.48173 eV
- LUMO: 2.7 eV



Formula: C3InLiO6
Source: OMol25
Level of theory: ωB97M-V/def2-TZVPD

Last column: Mulliken spin population.
Positions of all 11 atoms, in Å:
O1 0.291 0.399 -0.324  -0.007
O2 1.970 -1.499 -0.040  0.016
O3 -1.340 -0.695 0.774  0.075
C1 -0.371 1.762 -0.659  0.013
O4 0.408 2.438 -1.272  0.013
C2 -0.213 -0.632 0.316  -0.013
Li1 2.141 0.142 -0.950  -0.001
O5 0.513 -2.755 1.126  0.005
O6 -1.520 1.889 -0.234  0.028
In1 -2.743 0.717 0.765  0.861
C3 0.864 -1.766 0.497  0.010

Output
- Molecular weight: 253.79 g mol⁻¹
- Multiplicity: 2
- Relative energy (zero: lowest compared OMol25 entry of this formula, charge and spin): 104.9 kJ/mol
- Charge: +1
- Total energy: -20767.74620 eV
- LUMO (spin up / spin down): -5.6 / -8.8 eV